1.
The following is a DFT calculation (ωB97M-V with the def2-TZVPD basis set) of one molecule with the formula C4H6N2O in a non-equilibrium geometry.

Computed properties:
Highest occupied orbital energy: -10.0 eV
HOMO-LUMO gap: 10.8 eV
ΔE to the lowest compared entry with this formula, charge and spin: 198.1 kJ/mol
LUMO: 0.030 Eh
SMILES string: [H]/N=C/OCCC#N
Electronic energy: -9271.4483 eV

CARTESIAN COORDINATES (ANGSTROEM)
N -1.6865 0.7618 -0.4612
C -1.9603 -0.2523 0.1906
O -0.9866 -1.2131 0.2498
C 0.2332 -0.7793 -0.3957
C 1.0586 0.1135 0.5472
C 2.3146 0.5583 -0.0695
N 3.3058 0.9099 -0.5523
H -1.9653 1.6830 -0.5841
H -2.8838 -0.4550 0.7481
H -0.0079 -0.2198 -1.3019
H 0.7944 -1.6735 -0.6618
H 0.4864 1.0032 0.8292
H 1.2974 -0.4366 1.4617

Atom charges from the natural (NBO) analysis, given in e for atoms 1 to 5: N -0.7790; C 0.4291; O -0.5027; C -0.0749; C -0.5372


2.
The following is a DFT calculation (ωB97M-V with the def2-TZVPD basis set) of C3H5N3 as an isolated structure.

Computed properties:
Highest occupied orbital energy: -9.2 eV
HOMO-LUMO gap: 10.0 eV
ΔE to the lowest compared entry with this formula, charge and spin: 447.1 kJ/mol
LUMO: 0.030 Eh
Electronic energy: -7657.8217 eV

CARTESIAN COORDINATES (ANGSTROEM)
C -1.6729 -0.0554 0.1929
N -0.2401 -0.0015 -0.0104
N 0.4541 1.1100 0.0574
C 1.7226 0.7422 -0.0133
C 1.8766 -0.6832 -0.0055
N 0.5476 -1.1119 0.0237
H -1.9153 0.0010 1.2581
H -2.0341 -1.0006 -0.2138
H -2.1353 0.7810 -0.3335
H 2.5011 1.4926 -0.0185
H 1.1639 -1.4562 -0.8993

Atom charges from the natural (NBO) analysis, given in e for atoms 1 to 5: C -0.4126; N -0.0299; N -0.1679; C -0.1478; C -0.1581


3.
The following is a DFT calculation (ωB97M-V with the def2-TZVPD basis set) of C28H53BBeBr2F9O20P2S as an isolated structure in a non-equilibrium geometry.

Computed properties:
Highest occupied orbital energy: -4.9 eV
HOMO-LUMO gap: 1.3 eV
LUMO: -0.132 Eh
Total charge: -1
Electronic energy: -265884.2076 eV

CARTESIAN COORDINATES (ANGSTROEM)
C -1.1178 2.8541 -5.3780
C -1.7459 1.5837 -5.9589
O -2.1007 0.5845 -5.0145
C -2.7684 1.0046 -3.8479
C -3.3243 -0.2585 -3.2106
O -2.4500 -0.7466 -2.2014
C -1.3247 -1.3837 -2.7640
C -0.2962 -1.6196 -1.6897
O 0.6368 -0.5132 -1.6864
C 1.8382 -0.7906 -1.0466
P 1.9905 0.3874 0.3334
C 0.8806 -0.2508 1.5961
C 0.3156 0.8244 2.5533
C -1.2255 0.9281 2.4792
C -1.8530 0.8712 3.8398
O -1.6404 -0.0488 4.5985
O -2.6353 1.9049 4.1389
C 1.3943 2.0086 -0.1620
S 2.2901 2.5067 -1.6218
O 3.5457 1.8054 -1.5894
O 1.4433 2.2990 -2.7493
H -0.7013 2.7163 -4.3867
H -0.3032 3.1447 -6.0359
H -1.8311 3.6732 -5.4146
H -1.0153 1.1089 -6.6058
H -2.5910 1.8407 -6.6016
H -2.0536 1.3992 -3.1202
H -3.5331 1.7617 -4.0334
H -3.5006 -1.0143 -3.9773
H -4.2825 -0.0692 -2.7323
H -0.8491 -0.8033 -3.5541
H -1.5543 -2.3550 -3.2100
H 0.2469 -2.5327 -1.8873
H -0.8291 -1.6232 -0.7355
H 1.8962 -1.7903 -0.6064
H 2.6858 -0.7107 -1.7256
H 3.2943 0.4922 0.8120
H 0.0927 -0.7468 1.0360
H 1.3908 -1.0007 2.1938
H 0.7418 1.8097 2.3988
H 0.5501 0.5227 3.5690
H -1.6554 0.1230 1.8886
H -1.4834 1.8605 1.9852
H -2.7613 1.9012 5.0992
H 1.5231 2.7470 0.6348
H 0.3403 1.9112 -0.4158
H 2.5307 3.8167 -1.3990
C 2.7443 4.2472 3.4882
C 2.2500 5.0541 2.3158
O 1.9191 4.5100 1.2736
C 2.1912 6.5306 2.5008
H 2.7451 3.1867 3.2354
H 3.7606 4.5528 3.7401
H 2.0954 4.4066 4.3503
H 3.1967 6.9105 2.7156
H 1.5170 6.7879 3.3193
H 1.8291 6.9978 1.5883
B -0.5707 -4.3915 6.2427
O -2.0041 -3.9610 5.7295
C -1.8707 -3.5112 4.5666
O -2.8465 -3.0697 3.8899
C -0.4023 -3.5498 4.0930
O -0.0528 -3.1596 3.0180
O 0.3055 -4.0537 5.0583
F -0.5700 -5.7204 6.4723
F -0.2420 -3.6622 7.3270
O 0.6806 -4.7584 9.6018
C -0.3697 -4.5532 10.1212
O -1.5579 -5.0085 9.6357
C -2.6398 -4.5047 10.4304
C -2.0245 -4.1486 11.7796
C -0.6108 -3.7296 11.3773
H -3.0615 -3.6298 9.9271
H -3.4082 -5.2707 10.5069
H -2.5817 -3.3844 12.3176
H -1.9792 -5.0368 12.4105
H -0.5552 -2.6721 11.1162
H 0.1257 -3.9679 12.1381
Be -4.1067 -2.9467 4.7125
Br -8.2273 -2.4493 0.6918
C -6.3592 -1.9382 0.8295
C -5.5252 -3.1025 1.2060
Br -5.7736 -3.4691 3.1478
H -6.3007 -1.0946 1.5987
H -6.0655 -1.5859 -0.1590
H -4.4635 -2.8987 1.0792
H -5.7766 -4.0290 0.6971
O 1.0560 -2.6230 -3.9592
H 1.4858 -1.7931 -4.2007
H 1.6038 -3.2961 -4.3774
F -6.3531 -0.4406 2.9868
O 0.2802 0.9652 -9.3242
C 0.4948 -0.2047 -9.4876
O -0.5290 -1.0681 -9.2293
C -0.4736 -2.4495 -9.5753
C 0.1893 -3.2781 -8.4934
C 1.8355 -0.7718 -9.8589
H 0.0038 -2.5892 -10.5455
H -1.5134 -2.7565 -9.6907
H 1.2292 -2.9859 -8.3498
H 0.1612 -4.3376 -8.7520
H -0.3270 -3.1327 -7.5431
H 2.4195 -0.9312 -8.9511
H 2.3571 -0.0493 -10.4785
H 1.7830 -1.6960 -10.4273
C 5.6310 -1.1291 -8.5068
O 6.6601 -1.3819 -7.8410
O 4.7933 -0.1453 -7.8789
O 5.2422 -1.5945 -9.5826
H 5.3605 -0.0334 -7.1044
F 6.4632 9.6250 3.8796
P 6.1513 8.8209 2.4614
F 7.6926 8.3126 2.7639
F 5.8418 10.3170 1.8397
F 5.7745 7.1808 2.4587
F 6.4989 8.5566 0.8665
F 4.5718 8.8500 3.0158

Atom charges from the Löwdin analysis, given in e for atoms 1 to 5: C -0.0629; C -0.2344; O -0.1637; C -0.1973; C -0.1749


4.
The following is a DFT calculation (ωB97M-V with the def2-TZVPD basis set) of one molecule with the formula F2HN in a non-equilibrium geometry.

Computed properties:
Highest occupied orbital energy: -10.7 eV
HOMO-LUMO gap: 11.8 eV
ΔE to the lowest compared entry with this formula, charge and spin: 29.1 kJ/mol
LUMO: 0.041 Eh
SMILES string: FNF
Electronic energy: -6936.9956 eV

CARTESIAN COORDINATES (ANGSTROEM)
N -0.0802 0.0060 -0.3187
F 0.5971 -1.1629 0.2005
F 0.5712 1.0563 0.1770
H -1.0882 0.1005 -0.0588

And the natural (NBO) charges, in e, turn out to be: N 0.1182; F -0.2477; F -0.2025; H 0.3320


5.
The following is a DFT calculation (ωB97M-V with the def2-TZVPD basis set) of one molecule with the formula C4H7N3 in a non-equilibrium geometry.

Computed properties:
Highest occupied orbital energy: -8.2 eV
HOMO-LUMO gap: 9.2 eV
ΔE to the lowest compared entry with this formula, charge and spin: 129.6 kJ/mol
LUMO: 0.040 Eh
SMILES string: CNc1cc[nH]n1
Electronic energy: -8730.3366 eV

CARTESIAN COORDINATES (ANGSTROEM)
C 2.1419 -0.0682 0.3196
N 1.2476 0.3628 -0.7601
C -0.1448 0.3587 -0.5617
N -1.1495 0.6283 -1.4153
N -2.3328 0.1819 -0.6865
C -1.9731 -0.3564 0.4860
C -0.6418 -0.1552 0.6607
H 1.7874 -1.0057 0.7641
H 3.1481 -0.2731 -0.0688
H 2.2509 0.6647 1.1354
H 1.6856 0.9339 -1.4661
H -3.2656 -0.0779 -1.0355
H -2.6167 -0.9771 1.0945
H -0.1210 -0.1724 1.5933

Atom charges from the natural (NBO) analysis, given in e for atoms 1 to 5: C -0.4087; N -0.6124; C 0.3279; N -0.3290; N -0.3839


6.
The following is a DFT calculation (ωB97M-V with the def2-TZVPD basis set) of C18H27BrNNd as an isolated structure in a non-equilibrium geometry.

Computed properties:
Highest occupied orbital energy (spin up / spin down): -13.7 / -13.8 eV
HOMO-LUMO gap (spin up / spin down): 5.2 / 5.3 eV
Expectation value of S²: 3.76
LUMO (spin up / spin down): -0.313 / -0.313 Eh
Total charge: +2
Electronic energy: -105895.6487 eV
Spin multiplicity: 4

CARTESIAN COORDINATES (ANGSTROEM)
C 1.3385 2.1139 -1.8279
H 2.2548 2.5799 -1.4325
H 1.4606 1.8737 -2.8876
H -0.0825 -0.8297 1.9092
C 0.1105 2.9912 -1.6092
H -0.7427 2.5860 -2.1715
H -0.2105 3.0232 -0.5424
C 0.3321 4.4575 -2.0512
H -0.5647 5.0506 -1.8739
H 1.1593 4.8998 -1.4965
H 0.5638 4.4950 -3.1192
C -0.7330 -1.6362 -0.0799
C -1.3642 -0.7418 -1.0197
C -0.4555 -0.5267 -2.0931
C 0.7944 -1.1762 -1.7726
C 0.6206 -1.8625 -0.5189
C 1.6397 -2.7202 0.1560
C 2.0249 -1.1640 -2.6221
C -0.8035 0.0650 -3.4145
C -2.7533 -0.2046 -0.9207
C -1.4816 -2.4373 0.9395
Nd 0.5265 0.6274 -0.0535
H 2.8916 -1.5328 -2.0641
H 1.8823 -1.8093 -3.5018
H 2.2534 -0.1533 -2.9783
H 2.6475 -2.4990 -0.2124
H 1.6427 -2.5789 1.2456
H 1.4347 -3.7860 -0.0423
H -2.4624 -1.9916 1.1374
H -1.6470 -3.4638 0.5804
H -0.9534 -2.5200 1.9019
H -2.8424 0.7554 -1.4452
H -3.4863 -0.8992 -1.3641
H -3.0461 -0.0390 0.1311
H -0.0560 0.7853 -3.7637
H -0.8903 -0.7202 -4.1879
H -1.7769 0.5788 -3.3635
Br 0.8720 -1.5551 6.5326
C 0.4313 -0.4600 5.0459
C -0.1617 0.7974 5.2300
C -0.6089 1.5178 4.1128
C -0.5318 0.9782 2.8446
N 0.1560 -0.2123 2.6915
C 0.6464 -0.9380 3.7769
H -0.2883 1.1699 6.2406
H -1.0127 2.5218 4.2350
H -1.0388 1.3918 1.9619
H 1.1179 -1.8782 3.5436

Atom charges from the Löwdin analysis, given in e for atoms 1 to 5: C -0.3152; H 0.0510; H 0.0423; H 0.0594; C -0.4130